The ion C7H8N5 with charge +1, computed with wB97M-V/def2-TZVPD.

```
20
Properties=species:S:1:pos:R:3:forces:R:3
H 3.287833 -0.506841 1.015701 -0.86 0.53 0.39
N -0.741616 0.753669 0.116798 1.12 -0.54 1.20
C -3.262768 0.082080 0.118670 0.66 0.07 -1.98
C -4.356288 -0.978703 0.046652 3.64 2.73 0.59
H -3.551212 2.177734 0.384448 0.04 1.21 2.43
C 2.319524 -0.920610 0.703213 0.36 0.46 -1.31
H 2.330080 -1.049126 -1.601313 0.57 0.28 0.80
C -2.078675 0.693449 -0.130509 -5.14 -2.39 2.92
H -0.426427 2.781245 -0.557139 0.51 -0.94 0.12
C 2.558520 -1.591230 -0.664305 1.69 -1.19 0.25
C 1.279880 1.367746 0.009028 3.20 1.40 -1.13
N -5.075852 -1.866435 0.118542 -0.47 -0.23 -0.12
N -3.220627 1.585091 -0.310465 0.49 -2.08 -3.02
H 2.250848 1.892011 -0.343214 -1.81 -1.14 1.10
N 1.246650 0.086496 0.524749 -1.73 2.88 -0.60
C 0.005607 1.825013 -0.204699 1.01 0.01 -0.28
N -0.009249 -0.241776 0.683097 -0.97 -0.77 -1.16
H 1.918391 -2.433786 -0.691707 -0.75 -0.99 -0.22
H 3.623374 -2.057947 -0.639481 -1.75 1.12 -0.37
H 1.902016 -1.598072 1.421927 0.15 -0.43 0.39
```
Positions in Å, forces in eV/Å.

The calculation puts the energy above the lowest of the compared OMol25 structures with the same formula, charge and spin at 5.548 eV. For the gap between HOMO and LUMO (spin up / spin down), the calculation gives 7.13 / 7.13 eV. As for the total charge: +1. The SMILES is CC[n+]1ccn(C2=C(C#N)N2)n1. The value obtained for the HOMO energy (spin up / spin down) is -12.68 / -12.68 eV.

Atom charges from the Mulliken analysis, given in e for atoms 1 to 2: number 1, H, carries 0.3173; number 2, N, carries 0.4080

A cluster of 2 separate species, C7H8N6O5 in total, computed with wB97M-V/def2-TZVPD.

```
26
Properties=species:S:1:pos:R:3:forces:R:3
C -0.148408 -0.115527 -0.996475 -1.55 1.00 -0.33
C 0.239605 2.315999 -1.093221 1.60 0.30 -0.05
C -1.373549 -3.418076 2.119168 -0.35 0.13 -0.10
C 1.244400 -0.327258 -1.041776 1.46 -1.18 0.02
N -1.617205 -2.202820 1.370379 0.35 -0.33 -1.25
N 3.421844 0.323753 -1.050087 -2.13 -1.07 -0.08
O -2.544350 2.475455 -1.469420 1.38 -1.99 0.89
C 1.621429 2.132008 -1.080946 -1.25 -1.22 0.02
C -0.635157 1.205102 -1.046804 1.44 -2.45 0.18
H -1.610990 -0.237663 1.662234 0.27 -0.24 0.13
C 2.141818 0.770194 -1.066681 1.87 0.48 0.14
N -1.431611 -1.076912 2.215534 -0.27 0.75 0.80
O 3.731458 3.170895 -1.055642 -2.49 -0.59 -0.02
O 1.923269 4.402864 -1.038089 0.84 -2.05 -0.04
N 2.493704 3.287583 -1.058126 1.22 2.85 0.01
H -0.800065 -0.988722 -0.973617 -0.07 0.35 0.19
H -2.022160 -3.539859 3.003064 0.11 0.06 -0.14
O -2.783819 0.502246 -0.518882 1.72 1.79 -1.00
H -0.329742 -3.378322 2.458641 -0.19 -0.27 -0.10
N -2.073602 1.415842 -1.011794 -2.92 0.12 0.15
H -0.451637 -1.093922 2.496692 -0.13 0.28 -0.23
N 1.935063 -1.502656 -1.038973 1.27 2.84 0.10
O 3.294834 -1.054200 -1.037440 -2.48 0.87 -0.07
H -0.165242 3.322086 -1.124830 0.10 -0.14 0.03
H -1.520805 -4.252021 1.428995 0.17 -0.05 0.24
H -2.539090 -2.136066 0.948097 0.03 -0.23 0.51
```
Positions in Å, forces in eV/Å.

For the gap between HOMO and LUMO, the calculation gives 5.32 eV. As for the total charge: 0. The SMILES is O=[N+]([O-])c1cc([N+](=O)[O-])c2nonc2c1.CNN. The value obtained for the HOMO energy is -8.12 eV.

Atom charges from the Mulliken analysis, given in e for atoms 1 to 2: number 1, C, carries -0.3020; number 2, C, carries -0.3142

The ion C7H8NOS with charge -1, computed with wB97M-V/def2-TZVPD.

```
18
Properties=species:S:1:pos:R:3:forces:R:3
H 3.586106 -0.755012 0.760867 0.15 -0.20 0.18
H -2.318955 1.705208 -0.600112 -0.01 -0.05 0.04
C -1.414330 -1.593782 -0.377926 -4.46 -0.09 -1.96
H -3.091883 -0.454518 -0.815708 0.10 -0.04 -0.11
C 1.670871 -0.069428 -0.436633 1.24 -0.07 -0.26
H -0.253832 2.509482 0.107927 -0.03 0.03 0.05
C 0.781413 0.680949 0.547481 -0.40 0.54 0.00
H -1.989777 -2.462515 -0.685911 0.08 -0.02 0.10
O 0.247004 -3.134208 0.089764 -0.63 0.71 -0.06
H 1.421998 -1.291005 1.402331 0.05 -0.04 -0.03
H 1.348315 1.181105 1.335363 0.07 -0.13 -0.07
H 1.365915 -0.114616 -1.472198 -0.29 -0.05 0.05
C -1.585808 0.943251 -0.336829 -2.20 -0.10 -0.61
C 0.904283 -0.800700 0.590198 -2.68 -2.97 -1.03
N -0.245214 -1.938278 0.100902 6.94 1.77 2.90
C -2.055798 -0.368300 -0.502097 0.89 -0.01 0.22
C -0.393314 1.434046 0.098972 1.77 0.58 0.69
S 3.493493 -0.005313 -0.333879 -0.57 0.14 -0.09
```
Positions in Å, forces in eV/Å.

Its spin multiplicity is 3. For the gap between HOMO and LUMO (spin up / spin down), the calculation gives 2.79 / 6.55 eV. As for the total charge: -1. The value obtained for the HOMO energy (spin up / spin down) is 0.33 / -3.50 eV.

Atom charges from the Mulliken analysis, given in e for atoms 1 to 2: number 1, H, carries 0.0941; number 2, H, carries 0.2061

The ion C7H8NS with charge -1, computed with wB97M-V/def2-TZVPD.

```
17
Properties=species:S:1:pos:R:3:forces:R:3
C 1.229571 -0.014797 -0.413556 -0.02 -0.11 0.48
C -1.444024 0.444920 -3.169074 1.00 -0.17 0.95
C -0.220285 0.151240 -0.639931 -0.89 0.24 -2.12
H -3.481560 0.520281 -3.411254 0.48 -0.01 -0.13
S -0.327295 0.492278 -4.309449 0.01 -0.01 -0.10
N -3.193164 0.434832 -1.407602 -0.44 0.06 0.99
C 1.685511 -0.359771 1.017527 -0.04 0.10 -0.27
C -2.668885 0.455768 -2.671027 -0.18 -0.01 -0.36
C -2.616305 0.356269 -0.261842 -0.68 0.03 -0.11
H -3.354461 0.395331 0.548648 0.10 -0.03 0.10
H 2.754474 -0.574512 1.046553 0.12 -0.01 0.04
H -1.181944 0.155315 1.300299 0.05 -0.03 -0.14
H 1.151454 -1.235492 1.380720 -0.06 -0.09 0.08
H 1.712737 0.919611 -0.732225 0.04 -0.16 -0.08
H 1.595606 -0.799517 -1.091972 -0.01 0.19 -0.04
H 1.487607 0.467661 1.694872 -0.07 0.07 0.15
C -1.254428 0.212267 0.193150 0.58 -0.07 0.57
```
Positions in Å, forces in eV/Å.

For the gap between HOMO and LUMO (spin up / spin down), the calculation gives 5.99 / 5.99 eV. As for the total charge: -1. The value obtained for the HOMO energy (spin up / spin down) is -2.48 / -2.48 eV.

Atom charges from the Mulliken analysis, given in e for atoms 1 to 2: number 1, C, carries -0.1668; number 2, C, carries -0.1310

The ion C7H8NS with charge +1, computed with wB97M-V/def2-TZVPD.

```
17
Properties=species:S:1:pos:R:3:forces:R:3
H -2.014053 -3.940963 0.265400 -1.10 -1.75 0.21
S 2.383888 0.038374 -0.500156 1.74 1.80 -0.36
C 1.525181 -1.461737 -0.376097 5.36 -1.70 -0.97
H 1.646943 2.977926 -0.707497 -0.33 -0.60 0.84
C 0.954293 0.969473 -0.276982 3.57 -1.21 -1.49
H -2.186694 0.488263 -0.318227 0.77 0.43 0.90
C -1.255556 -3.298090 0.023269 0.54 2.14 -0.13
C 0.899752 2.382117 -0.133433 0.70 1.22 -1.01
N 0.273439 -1.220878 -0.169704 -8.60 0.29 1.10
H -0.077804 2.688758 -0.424220 -0.62 0.71 -0.14
C -1.381848 0.670280 0.464467 -0.29 -2.38 -0.84
C -0.066472 0.132698 -0.068463 -3.57 -2.35 1.57
H -1.704045 0.110505 1.381453 0.35 0.35 -0.79
C -0.693833 -2.240593 -0.082209 1.92 1.01 0.04
H 1.948294 -2.406917 -0.706847 -0.33 0.33 0.05
H 0.977367 2.408185 0.935941 0.32 1.26 0.95
H -1.228852 1.702600 0.693305 -0.45 0.45 0.08
```
Positions in Å, forces in eV/Å.

Its spin multiplicity is 3. The calculation puts the energy above the lowest of the compared OMol25 structures with the same formula, charge and spin at 1.064 eV. For the gap between HOMO and LUMO (spin up / spin down), the calculation gives 7.20 / 6.08 eV. As for the total charge: +1. The value obtained for the HOMO energy (spin up / spin down) is -10.64 / -14.01 eV.

Atom charges from the Mulliken analysis, given in e for atoms 1 to 2: number 1, H, carries 0.4509; number 2, S, carries -0.1025

The molecule C7H8O, computed with wB97M-V/def2-TZVPD.

```
16
Properties=species:S:1:pos:R:3:forces:R:3
H 2.150759 -0.117256 -2.283433 -0.09 0.05 0.10
H 2.014977 -0.901143 -0.637488 0.15 -0.06 -0.01
H 1.894729 2.154780 -1.162481 0.00 0.10 -0.08
H -3.580850 -0.621814 0.694959 0.48 0.10 -0.01
C -2.496627 -0.563429 0.770395 -0.39 -0.05 -0.03
H 1.819456 1.333318 0.467258 -0.11 -0.04 -0.36
H -1.827384 -1.439294 2.659574 -0.04 0.14 -0.34
H -0.125398 0.890473 -1.906770 -0.06 0.01 0.02
C -0.316810 -0.626644 1.206539 0.53 -0.14 0.07
C 0.394800 0.512448 -1.037587 -0.24 0.06 0.16
C -0.510899 -0.060626 -0.009578 0.35 0.22 -0.24
C 1.769794 -0.061100 -1.270400 -0.15 -0.11 0.17
H 0.641615 -0.808170 1.691814 -0.37 0.09 -0.19
C 1.622443 1.273547 -0.605713 0.13 -0.11 0.36
C -1.612301 -0.964035 1.706414 -0.05 -0.15 0.45
O -1.838305 -0.001056 -0.283501 -0.16 -0.11 -0.07
```
Positions in Å, forces in eV/Å.

The calculation puts the energy above the lowest of the compared OMol25 structures with the same formula, charge and spin at 1.536 eV. For the gap between HOMO and LUMO, the calculation gives 9.40 eV. As for the total charge: 0. The SMILES is c1coc(C2CC2)c1. The value obtained for the HOMO energy is -8.25 eV.

Atom charges from the Mulliken analysis, given in e for atoms 1 to 2: number 1, H, carries 0.2485; number 2, H, carries 0.2500

What did the first record say?
The ion C7H8N5 with charge +1, computed with wB97M-V/def2-TZVPD.

```
20
Properties=species:S:1:pos:R:3:forces:R:3
H 3.287833 -0.506841 1.015701 -0.86 0.53 0.39
N -0.741616 0.753669 0.116798 1.12 -0.54 1.20
C -3.262768 0.082080 0.118670 0.66 0.07 -1.98
C -4.356288 -0.978703 0.046652 3.64 2.73 0.59
H -3.551212 2.177734 0.384448 0.04 1.21 2.43
C 2.319524 -0.920610 0.703213 0.36 0.46 -1.31
H 2.330080 -1.049126 -1.601313 0.57 0.28 0.80
C -2.078675 0.693449 -0.130509 -5.14 -2.39 2.92
H -0.426427 2.781245 -0.557139 0.51 -0.94 0.12
C 2.558520 -1.591230 -0.664305 1.69 -1.19 0.25
C 1.279880 1.367746 0.009028 3.20 1.40 -1.13
N -5.075852 -1.866435 0.118542 -0.47 -0.23 -0.12
N -3.220627 1.585091 -0.310465 0.49 -2.08 -3.02
H 2.250848 1.892011 -0.343214 -1.81 -1.14 1.10
N 1.246650 0.086496 0.524749 -1.73 2.88 -0.60
C 0.005607 1.825013 -0.204699 1.01 0.01 -0.28
N -0.009249 -0.241776 0.683097 -0.97 -0.77 -1.16
H 1.918391 -2.433786 -0.691707 -0.75 -0.99 -0.22
H 3.623374 -2.057947 -0.639481 -1.75 1.12 -0.37
H 1.902016 -1.598072 1.421927 0.15 -0.43 0.39
```
Positions in Å, forces in eV/Å.

The calculation puts the energy above the lowest of the compared OMol25 structures with the same formula, charge and spin at 5.548 eV. For the gap between HOMO and LUMO (spin up / spin down), the calculation gives 7.13 / 7.13 eV. As for the total charge: +1. The SMILES is CC[n+]1ccn(C2=C(C#N)N2)n1. The value obtained for the HOMO energy (spin up / spin down) is -12.68 / -12.68 eV.

Atom charges from the Mulliken analysis, given in e for atoms 1 to 2: number 1, H, carries 0.3173; number 2, N, carries 0.4080

Repeat the fifth record exactly.
The ion C7H8NS with charge +1, computed with wB97M-V/def2-TZVPD.

```
17
Properties=species:S:1:pos:R:3:forces:R:3
H -2.014053 -3.940963 0.265400 -1.10 -1.75 0.21
S 2.383888 0.038374 -0.500156 1.74 1.80 -0.36
C 1.525181 -1.461737 -0.376097 5.36 -1.70 -0.97
H 1.646943 2.977926 -0.707497 -0.33 -0.60 0.84
C 0.954293 0.969473 -0.276982 3.57 -1.21 -1.49
H -2.186694 0.488263 -0.318227 0.77 0.43 0.90
C -1.255556 -3.298090 0.023269 0.54 2.14 -0.13
C 0.899752 2.382117 -0.133433 0.70 1.22 -1.01
N 0.273439 -1.220878 -0.169704 -8.60 0.29 1.10
H -0.077804 2.688758 -0.424220 -0.62 0.71 -0.14
C -1.381848 0.670280 0.464467 -0.29 -2.38 -0.84
C -0.066472 0.132698 -0.068463 -3.57 -2.35 1.57
H -1.704045 0.110505 1.381453 0.35 0.35 -0.79
C -0.693833 -2.240593 -0.082209 1.92 1.01 0.04
H 1.948294 -2.406917 -0.706847 -0.33 0.33 0.05
H 0.977367 2.408185 0.935941 0.32 1.26 0.95
H -1.228852 1.702600 0.693305 -0.45 0.45 0.08
```
Positions in Å, forces in eV/Å.

Its spin multiplicity is 3. The calculation puts the energy above the lowest of the compared OMol25 structures with the same formula, charge and spin at 1.064 eV. For the gap between HOMO and LUMO (spin up / spin down), the calculation gives 7.20 / 6.08 eV. As for the total charge: +1. The value obtained for the HOMO energy (spin up / spin down) is -10.64 / -14.01 eV.

Atom charges from the Mulliken analysis, given in e for atoms 1 to 2: number 1, H, carries 0.4509; number 2, S, carries -0.1025